Record 1
Below is a structure of composition C33H42N6O3S2Si2Ti, with properties calculated with wB97M-V/def2-TZVPD.

```
89
Properties=species:S:1:pos:R:3:forces:R:3:lowdin_spin:R:1
Ti -0.4286 0.5543 -0.3510 0.5 0.4 -0.5 0.963
N -4.4972 0.2683 -2.9984 0.1 0.1 -0.1 0.003
C -3.8006 -0.2375 -1.8871 -0.1 0.1 0.1 0.017
S -3.5146 -1.9416 -1.8864 0.0 -0.1 0.0 0.015
N -3.5359 0.6524 -0.9871 -0.1 0.0 -0.1 0.052
N -2.6235 0.3773 0.0095 0.1 0.0 0.0 0.228
C -3.0026 0.5676 1.2477 -0.1 -0.2 0.0 0.062
C -2.0198 0.6515 2.2565 -0.1 0.0 0.0 0.154
C -2.3202 0.8618 3.6227 0.1 -0.1 0.0 0.017
C -1.3143 0.9864 4.5381 0.0 0.0 0.0 0.110
C 0.0387 0.9256 4.0865 0.1 0.0 0.0 0.104
C 0.2716 0.7447 2.7466 0.0 0.0 0.0 0.028
N -0.6978 0.5817 1.8304 -0.1 0.0 -0.1 0.164
H -4.4651 -0.4100 -3.7454 0.0 0.0 0.0 0.000
H -4.0655 1.1383 -3.2966 0.0 -0.1 0.0 0.001
H -4.0589 0.6694 1.4874 0.0 0.1 0.0 0.003
H -3.3618 0.9264 3.9171 0.0 0.0 0.0 -0.003
H -1.5397 1.1525 5.5851 0.0 0.0 0.0 0.007
H 0.8711 1.0543 4.7648 0.0 0.0 0.0 0.007
H 1.2800 0.7226 2.3463 0.0 0.0 0.0 -0.001
C 2.3439 -2.4451 -0.0442 0.0 0.0 0.0 0.000
Si 2.9150 -0.6668 -0.2162 0.0 0.0 -0.1 0.000
C 4.1200 -0.5105 1.2587 0.0 0.0 0.0 0.000
C 3.9199 -0.7106 -1.8294 0.0 0.0 0.0 0.000
N 1.7169 0.5729 -0.2306 -0.1 0.1 0.2 0.005
C 2.2139 1.8829 -0.2138 0.0 0.0 0.0 0.005
C 3.5752 2.2100 -0.2015 0.0 0.0 0.0 0.000
C 4.0544 3.5206 -0.2071 0.0 0.0 0.0 0.000
C 3.1477 4.5585 -0.2348 0.0 0.0 0.0 0.000
C 1.7849 4.2682 -0.2476 0.0 0.0 0.0 0.000
C 1.2699 2.9636 -0.2257 0.1 0.0 0.0 0.004
N -0.0833 2.6598 -0.2519 -0.1 -0.2 0.0 0.012
Si -1.1876 3.9847 -0.1250 -0.1 0.0 0.0 0.003
C -2.9932 3.5581 0.0981 0.0 0.0 0.0 0.003
C -1.1663 5.0650 -1.6853 0.0 0.0 0.0 0.001
C -0.8709 5.0513 1.4212 0.0 0.0 0.0 0.000
H 3.2490 -3.0560 -0.1522 0.0 0.0 0.0 0.000
H 1.6196 -2.7654 -0.7886 0.0 0.0 0.0 0.000
H 1.9333 -2.6415 0.9460 0.0 0.0 0.0 0.000
H 4.1789 -1.4668 1.7870 0.0 0.0 0.0 0.000
H 3.7648 0.2456 1.9631 0.0 0.0 0.0 0.000
H 5.1342 -0.2279 0.9649 0.0 0.0 0.0 0.000
H 4.8110 -1.3378 -1.7200 0.0 0.0 0.0 0.000
H 4.2306 0.2775 -2.1713 0.0 0.0 0.0 0.000
H 3.2962 -1.1511 -2.6132 0.0 0.0 0.0 0.000
H 4.3139 1.4212 -0.1964 0.0 0.0 0.0 0.000
H 5.1236 3.7033 -0.2000 0.0 0.0 0.0 0.000
H 3.4753 5.5927 -0.2523 0.0 0.0 0.0 0.000
H 1.1022 5.1043 -0.2899 0.0 0.0 0.0 0.000
H -3.3814 2.8214 -0.6056 0.0 0.0 0.0 0.001
H -3.5423 4.4985 -0.0350 0.0 0.0 0.0 0.000
H -3.1933 3.2017 1.1109 0.0 0.0 0.0 0.001
H -1.6716 4.5105 -2.4819 0.0 0.0 0.0 0.000
H -0.1661 5.3199 -2.0403 0.0 0.0 0.0 0.000
H -1.7224 5.9940 -1.5194 0.0 0.0 0.0 0.000
H -0.7782 4.3692 2.2730 0.0 0.0 0.0 0.000
H -1.7507 5.6792 1.5972 0.0 0.0 0.0 0.000
H 0.0107 5.6911 1.4123 0.0 0.0 0.0 0.000
C 0.7345 2.0049 -3.4952 0.0 0.0 0.0 0.000
C -0.6175 1.3364 -3.3062 0.1 0.2 0.0 0.000
O -1.5537 1.6171 -4.0432 0.0 -0.1 0.0 -0.001
O -0.6790 0.4997 -2.3199 -0.1 -0.1 0.4 -0.003
H 0.8788 2.2822 -4.5387 0.0 0.0 0.0 0.000
H 1.5400 1.3637 -3.1369 0.0 0.0 0.0 0.000
H 0.7464 2.9102 -2.8837 0.0 0.0 0.0 0.000
O -0.4742 -1.6077 -0.2641 0.0 -0.2 0.0 0.022
S -1.4536 -2.6624 0.1925 0.0 0.3 0.1 0.008
C -1.3612 -3.9424 -1.0500 0.0 0.0 0.0 0.001
C -0.5852 -3.7339 -2.1750 0.0 0.1 0.0 0.001
C -0.5461 -4.7144 -3.1545 0.0 0.0 0.0 0.000
C -1.2924 -5.8769 -3.0141 0.0 0.0 0.0 0.000
C -2.0943 -6.0566 -1.8945 0.0 0.0 0.0 0.000
C -2.1356 -5.0827 -0.9081 0.0 0.0 0.0 0.001
C -0.5029 -3.4824 1.5120 0.0 0.0 0.0 0.000
C 0.0942 -4.7329 1.4657 0.0 0.0 -0.1 0.001
C 0.8057 -5.1945 2.5664 0.0 0.0 0.0 0.000
C 0.9283 -4.4106 3.7040 0.0 0.0 0.0 0.001
C 0.3251 -3.1597 3.7473 0.0 0.0 0.0 0.001
C -0.4007 -2.7021 2.6603 0.0 0.0 0.0 0.000
H -0.0646 -2.7909 -2.2862 0.0 0.0 0.0 0.000
H 0.0506 -4.5551 -4.0437 0.0 0.0 0.0 0.000
H -1.2689 -6.6335 -3.7890 0.0 0.0 0.0 0.000
H -2.6982 -6.9502 -1.7953 0.0 0.0 0.0 0.000
H -2.7735 -5.1997 -0.0396 0.0 0.0 0.0 0.000
H 0.0397 -5.3341 0.5672 0.0 0.0 0.0 0.000
H 1.2859 -6.1650 2.5226 0.0 0.0 0.0 0.000
H 1.4987 -4.7692 4.5522 0.0 0.0 0.0 0.000
H 0.4205 -2.5294 4.6225 0.0 0.0 0.0 0.001
H -0.8599 -1.7207 2.6848 0.0 0.0 0.0 0.000
```
Forces are in eV/Å.

Calculated values
- 2S+1 = 3
- total charge = -2
- E_tot (eV) = -110533.9761
- energy above the lowest of the compared OMol25 structures with the same formula, charge and spin (kJ/mol) = 18.1
- orbital gap (spin up / spin down) (eV) = 4.16 / 5.36
- expectation value of S² = 2.027


Record 2
Below is a structure of composition C33H43N5O4Ta, with properties calculated with wB97M-V/def2-TZVPD.

```
86
Properties=species:S:1:pos:R:3:forces:R:3:lowdin_charge:R:1
Ta -14.0317 5.0087 -7.4789 -1.6 0.7 -0.1 1.985
C -13.7755 9.2751 -5.8207 0.2 -0.6 1.0 -0.053
C -12.7732 9.4552 -6.9558 -0.2 1.0 1.0 -0.362
C -13.1609 10.6657 -7.8497 0.5 -0.1 0.8 -0.008
C -12.3581 8.3458 -7.8554 0.5 0.0 -1.2 -0.122
C -11.1264 8.5242 -8.5089 -0.2 -1.5 -0.6 0.058
C -10.6303 7.6091 -9.4928 -0.1 1.3 1.9 0.007
C -11.4295 6.5977 -9.8890 -1.2 -1.5 0.1 -0.047
C -12.7610 6.4434 -9.4015 1.0 0.4 -0.5 -0.233
C -13.7800 5.8970 -10.4258 -0.5 -0.3 0.5 -0.371
C -13.2327 5.0338 -11.5804 1.5 1.0 0.1 -0.040
C -14.4324 7.1522 -10.9693 -1.0 0.2 -1.1 -0.019
C -13.1721 7.3306 -8.3729 -0.8 -0.7 0.2 -0.216
N -14.4275 6.9404 -7.7856 0.8 -0.4 -0.7 -0.059
C -15.6456 7.6431 -7.6765 -0.4 -1.5 1.4 -0.422
O -15.9690 8.6387 -8.2179 0.0 0.7 -0.3 0.199
C -16.5161 6.7806 -6.7425 -0.2 0.5 0.3 -0.134
C -17.6366 7.1575 -6.0171 -0.3 0.0 -0.1 0.091
C -18.3682 6.1399 -5.3256 -0.2 1.8 -0.6 0.045
C -17.9848 4.8318 -5.4319 0.5 -0.4 0.3 0.068
C -16.7927 4.5827 -6.1044 -0.6 -1.8 0.7 -0.158
N -16.0827 5.5039 -6.6861 1.1 1.5 -0.7 0.021
C -16.2257 3.1941 -6.3870 -0.1 2.6 0.2 -0.447
O -16.7516 2.1853 -6.1596 -1.3 -2.6 0.7 0.239
N -15.0305 3.3340 -7.0651 1.0 1.1 -0.8 -0.084
C -14.7703 2.7359 -8.3097 1.9 -0.8 0.1 -0.260
C -15.5586 2.9152 -9.4419 -2.2 1.0 -1.4 -0.143
C -15.0903 2.4857 -10.6685 0.5 -0.4 -0.2 -0.013
C -13.9388 1.6780 -10.7102 0.0 0.1 -2.2 0.003
C -13.2561 1.3005 -9.5850 0.0 0.6 0.1 -0.010
C -13.6395 1.8789 -8.3879 0.3 -0.7 0.8 -0.172
C -13.0295 1.3263 -7.1357 0.6 -1.5 -0.5 -0.347
C -11.4807 1.1900 -7.1796 0.0 0.4 -0.6 -0.060
C -13.5769 -0.1579 -7.0044 0.3 1.1 0.7 -0.001
C -17.0292 3.3913 -9.3790 -1.1 0.1 1.0 -0.328
C -17.4164 4.8628 -9.7244 0.5 -1.1 -0.8 -0.023
C -17.9363 2.4185 -10.1840 1.2 0.0 -1.1 -0.029
H -13.7797 10.1529 -5.1605 0.4 -0.1 -0.3 0.106
H -13.5123 8.4159 -5.1804 0.0 0.2 -0.1 0.084
H -14.8176 9.1812 -6.0529 -0.5 -0.1 -0.6 0.052
H -11.8553 9.6906 -6.4093 0.1 0.3 -0.2 0.142
H -13.9902 10.3728 -8.4882 0.0 0.1 -0.3 0.077
H -12.2518 10.9191 -8.4357 -0.9 0.4 0.2 0.096
H -13.5210 11.4846 -7.1789 0.6 -0.4 -0.8 0.113
H -10.5205 9.3626 -8.2461 0.3 0.4 0.2 0.130
H -9.6202 7.7089 -9.8425 0.2 0.2 -0.3 0.129
H -11.1202 5.8511 -10.5956 0.3 0.1 -0.5 0.114
H -14.5706 5.2671 -9.9147 0.2 0.4 -0.3 0.079
H -12.7325 5.6474 -12.3808 -0.2 -0.3 1.1 0.125
H -13.9733 4.5274 -12.1501 -1.0 -0.5 0.0 0.071
H -12.5132 4.3022 -11.1996 -0.1 -0.1 -0.2 0.081
H -13.8029 7.6131 -11.7379 0.0 -0.3 0.0 0.117
H -14.6560 7.9559 -10.2845 -0.1 -0.1 0.5 0.074
H -15.3814 6.8717 -11.4360 0.1 0.2 -0.2 0.101
H -17.9563 8.2185 -5.9871 0.2 -0.9 -0.1 0.158
H -19.2768 6.4269 -4.7855 0.4 -0.2 -0.1 0.147
H -18.5317 4.0402 -4.9270 0.1 0.0 -0.3 0.154
H -15.6694 2.7347 -11.5764 0.6 -0.4 0.6 0.140
H -13.5372 1.3088 -11.6835 -0.7 0.3 0.7 0.152
H -12.4331 0.5931 -9.6516 -0.1 0.2 0.1 0.143
H -13.3372 1.8712 -6.2726 -0.2 0.5 0.6 0.104
H -11.2284 0.1541 -7.4420 0.2 0.4 0.3 0.099
H -11.0603 1.4537 -6.2074 0.1 -0.3 -0.1 0.077
H -10.9691 1.8052 -7.9700 -0.4 -0.4 0.5 0.083
H -13.2171 -0.7059 -7.8596 -0.1 -0.3 -0.3 0.083
H -14.6540 -0.2057 -6.9087 -0.2 0.1 -0.2 0.091
H -13.1563 -0.6015 -6.1011 0.1 0.0 0.0 0.101
H -17.3232 3.3475 -8.3112 0.0 -0.4 -0.6 0.109
H -17.1152 5.1405 -10.7336 -0.1 -0.1 -0.2 0.087
H -16.8391 5.4678 -9.0709 0.3 1.1 0.6 0.022
H -18.4951 5.0632 -9.6084 0.5 -0.2 0.1 0.114
H -17.6328 2.5978 -11.2655 -0.3 -0.9 1.1 0.097
H -18.9379 2.8318 -10.2087 -0.4 -0.4 0.6 0.083
H -17.8669 1.3187 -9.8677 -0.2 1.7 -0.6 0.130
C -10.4932 4.7836 -3.4113 0.1 0.0 -0.1 0.095
O -11.8867 4.9910 -3.8977 -1.0 0.0 -0.4 0.096
C -12.2393 4.8307 -5.1071 0.1 0.4 -1.9 -0.418
O -13.3956 5.2180 -5.6146 1.6 -0.4 1.9 -0.094
N -11.3995 4.3145 -6.0368 0.1 0.1 0.1 0.091
N -11.7680 4.4382 -7.4125 0.4 -1.0 0.6 0.039
H -10.4001 5.4961 -2.5664 0.0 -0.7 -0.6 0.139
H -9.8234 5.0221 -4.2472 0.0 0.2 0.5 0.099
H -10.3710 3.7258 -3.1274 -0.2 0.5 0.1 0.128
H -10.4221 4.1235 -5.8429 -0.2 -0.1 0.0 0.167
H -11.6293 3.4888 -7.8545 -0.1 1.0 0.4 0.106
H -11.1086 5.1045 -7.8457 -0.5 -0.1 -0.1 0.132
```
Forces are in eV/Å.

Calculated values
- total charge = +3
- E_tot (eV) = -52085.2712
- orbital gap (spin up / spin down) (eV) = 6.64 / 6.64


Record 3
Below is a structure of composition C33H43N5P2Sn, with properties calculated with wB97M-V/def2-TZVPD.

```
84
Properties=species:S:1:pos:R:3:forces:R:3:lowdin_charge:R:1
Sn 1.4229 1.1004 -1.3035 -0.7 1.4 -1.0 0.770
C -3.1338 3.4822 3.4716 0.8 0.1 -0.5 -0.114
C -1.9619 2.8699 3.2309 -0.1 0.3 0.0 -0.092
C -1.7200 1.4663 2.7246 0.2 -0.2 0.6 -0.211
C -1.7743 1.2456 1.2212 -0.7 0.2 0.2 -0.201
C -3.2059 1.2192 0.6965 0.5 -0.3 -0.9 -0.099
C -4.3991 1.2501 1.2943 0.0 -0.3 -0.3 -0.113
C -4.7557 1.4877 2.7336 -0.2 0.6 0.5 -0.202
C -4.5219 2.9600 3.2326 -0.5 -0.7 -0.1 -0.190
C 1.6078 2.5764 -3.0064 0.0 -0.1 0.2 -0.404
H -3.1060 4.5523 3.7529 0.0 -0.7 0.1 0.103
H -1.0017 3.3851 3.4070 -0.7 0.2 0.0 0.101
H -2.4292 0.7632 3.1630 0.3 0.0 0.1 0.093
H -0.7190 1.1961 3.0834 -0.3 0.0 0.0 0.083
H -1.1195 1.9711 0.7028 -0.4 -0.3 0.1 0.056
H -1.3550 0.2461 1.0121 -0.1 0.3 0.0 0.084
H -3.2220 0.9916 -0.3788 -0.1 0.1 0.3 0.096
H -5.2917 1.0246 0.6775 0.8 0.3 0.1 0.106
H -4.2789 0.7641 3.4184 -0.3 0.4 -0.3 0.105
H -5.8487 1.3192 2.8020 0.6 0.1 0.2 0.106
H -4.9877 3.6391 2.4998 0.0 -0.2 0.2 0.112
H -5.1227 3.0418 4.1525 0.3 0.2 -0.1 0.106
H 1.5438 3.5437 -2.4593 0.1 -0.7 -0.6 -0.052
H 0.8800 2.5647 -3.8397 0.4 -0.1 0.4 -0.025
H 2.6286 2.3939 -3.3812 -0.4 0.3 -0.1 -0.045
P 0.3255 -1.4927 -2.3247 -2.0 -4.4 -2.7 0.997
P 2.4012 -1.1967 0.5082 0.8 -3.8 4.1 0.948
N -1.3904 -2.1577 -2.4570 0.0 0.9 0.1 -0.239
N 0.8022 -2.5928 -3.7715 0.9 0.8 0.0 -0.226
N 1.2310 -1.9193 1.7242 -0.7 0.2 -0.4 -0.248
N 3.7901 -2.0247 1.4496 1.1 0.3 -0.7 -0.247
C 0.7997 -2.7994 -1.1639 0.9 -0.3 1.2 -0.439
C 2.2480 -2.6246 -0.6460 -0.2 -0.2 -0.7 -0.407
C -2.4176 -1.4345 -3.0484 -0.4 -1.0 0.3 -0.160
C -3.5357 -2.2517 -3.1826 0.9 0.4 0.0 -0.102
C -3.1843 -3.5447 -2.6986 1.4 0.5 0.4 -0.085
C -1.8638 -3.4578 -2.2560 -0.6 0.2 -0.1 -0.161
C 1.4953 -2.0809 -4.8582 -0.2 -1.1 -0.2 -0.163
C 1.7840 -3.1171 -5.7447 -0.3 0.6 0.6 -0.108
C 1.2748 -4.3236 -5.1768 -0.5 1.0 1.0 -0.089
C 0.6845 -3.9748 -3.9632 0.5 0.2 -0.6 -0.153
C 0.3014 -1.1532 2.4236 0.1 -0.9 0.2 -0.164
C -0.6054 -1.9946 3.0646 0.7 0.5 -0.3 -0.084
C -0.2325 -3.3384 2.7513 1.1 0.5 -0.7 -0.077
C 0.8880 -3.2644 1.9227 -0.7 0.3 0.5 -0.195
C 3.9015 -3.0846 2.3542 0.4 0.0 0.0 -0.154
C 5.2366 -3.4580 2.4978 -0.8 1.0 -0.8 -0.096
C 5.9906 -2.6065 1.6271 -0.8 0.2 -0.2 -0.111
C 5.0839 -1.7720 0.9912 -0.1 -0.5 0.8 -0.188
H 0.7615 -3.8099 -1.6069 -0.2 0.9 0.0 0.064
H 0.0870 -2.8094 -0.3282 0.2 0.1 -0.1 0.072
H 2.5618 -3.5753 -0.1602 0.0 0.9 -0.2 0.088
H 2.9555 -2.4304 -1.4785 -0.3 -0.2 0.3 0.085
H -2.2402 -0.4110 -3.3179 -0.1 0.2 -0.1 0.091
H -4.4820 -1.9602 -3.6062 0.0 0.1 0.0 0.086
H -3.7925 -4.4438 -2.6856 0.1 0.3 0.1 0.094
H -1.2379 -4.2243 -1.8167 -0.3 0.2 -0.1 0.090
H 1.7188 -1.0262 -4.8703 0.0 0.0 -0.2 0.089
H 2.2682 -3.0142 -6.7043 0.0 0.0 0.1 0.085
H 1.2932 -5.3215 -5.6005 0.0 0.2 0.1 0.093
H 0.2301 -4.6301 -3.2325 0.0 0.2 -0.3 0.082
H 0.4503 -0.0825 2.4520 -0.2 -0.3 -0.1 0.079
H -1.4095 -1.6864 3.7237 0.2 0.0 -0.2 0.092
H -0.6796 -4.2573 3.1221 0.1 0.3 -0.2 0.097
H 1.4849 -4.0711 1.5091 -0.3 0.3 0.1 0.103
H 3.0436 -3.5161 2.8447 0.1 0.3 0.0 0.083
H 5.6192 -4.2457 3.1332 -0.1 0.2 0.0 0.089
H 7.0619 -2.6085 1.4894 -0.1 0.0 -0.1 0.085
H 5.2286 -1.0094 0.2472 0.2 0.2 -0.1 0.087
C -1.6131 4.0845 -0.8039 -0.4 -0.1 0.1 -0.025
C -0.4174 4.5435 -0.0712 2.0 -0.6 0.0 -0.305
C -0.2909 5.5437 0.9462 1.6 0.6 0.8 -0.014
C 1.0831 5.6226 1.2499 -1.8 0.4 0.1 -0.019
C 1.7458 4.6574 0.4262 -1.6 -0.8 -0.6 -0.312
C 3.2001 4.3480 0.4913 -0.1 -0.3 0.1 -0.022
N 0.8161 3.9861 -0.3128 0.5 0.1 0.0 0.048
H -1.7708 4.6193 -1.7504 0.2 0.0 0.2 0.099
H -2.4988 4.2434 -0.1879 -0.1 0.0 0.0 0.085
H -1.5377 3.0148 -1.0324 0.1 0.3 -0.1 0.058
H -1.1267 6.0728 1.3930 0.3 0.0 -0.1 0.105
H 1.6211 6.2125 1.9873 -0.4 0.1 -0.1 0.105
H 3.8245 5.0261 -0.1096 -0.3 -0.1 0.2 0.096
H 3.4760 4.4464 1.5472 0.3 0.1 -0.2 0.087
H 3.4289 3.3221 0.1828 -0.2 0.2 -0.1 0.058
```
Forces are in eV/Å.

Calculated values
- total charge = 0
- E_tot (eV) = -66771.3536
- energy above the lowest of the compared OMol25 structures with the same formula, charge and spin (kJ/mol) = 309.1
- orbital gap (spin up / spin down) (eV) = 6.78 / 4.45


| no. | largest force on an atom (eV/A) |
| --- | --- |
| 1 | 0.83 |
| 2 | 3.04 |
| 3 | 5.67 |